Record 1
Molecular formula: H22O11
Method: DFT, ωB97M-V/def2-TZVPD

Values from the calculation:
ΔE to the lowest compared entry with this formula, charge and spin ... 96.5 kJ/mol
Orbital gap (alpha / beta) ... 9.5 / 2.9 eV
Calculated total energy ... -22869.451 eV
Molar mass ... 198.17 g mol⁻¹
2S+1 ... 2
Charge ... +1
HOMO (alpha / beta) ... -13.102 / -13.099 eV

```
33
Properties=species:S:1:pos:R:3:forces:R:3
O 2.09297 2.36140 0.93609 0.960 1.258 0.119
H 1.17041 2.56397 0.78091 -1.972 0.591 -0.640
H 2.08559 1.48036 1.31017 0.352 -1.801 0.471
O -3.17591 0.03439 -2.87093 -0.129 -0.078 -0.094
H -3.34995 -0.55789 -3.60246 -0.254 -0.182 -0.299
H -3.16258 -0.53335 -2.10040 -0.127 -0.001 0.642
O 1.12310 -2.25127 -0.36505 0.378 0.169 0.015
H 0.38846 -2.86474 -0.35095 -0.380 -0.076 0.048
H 1.88856 -2.79758 -0.54350 0.218 -0.590 0.020
O -1.42080 -0.45189 2.62940 -0.342 -0.070 -0.518
H -1.54923 -1.30754 3.03881 -0.273 -0.242 0.216
H -0.47129 -0.36755 2.54244 -0.159 0.010 0.283
O -0.39347 0.40868 -0.30513 0.077 0.436 0.871
H 0.52535 0.18257 -0.16064 0.139 -0.211 -0.314
H -0.55189 0.19355 -1.22429 -0.090 0.138 -0.552
O 2.52559 -0.43196 1.13358 -0.032 0.842 0.428
H 2.12845 -0.92336 0.41453 -0.593 -0.549 -0.195
H 3.46385 -0.60272 1.05153 0.492 0.087 0.172
O -0.32489 2.95654 1.96043 0.995 0.707 -0.455
H -1.07037 2.73148 1.40380 -0.671 -0.141 -0.630
H -0.23474 2.21093 2.55386 0.192 -0.850 0.836
O -1.05332 1.26158 -3.95720 0.715 0.467 -0.280
H -0.50537 0.51445 -3.71681 0.158 -0.148 -0.049
H -1.94304 0.98850 -3.73348 -0.322 -0.062 0.340
O 1.87445 -0.50894 -2.47493 -0.041 0.355 0.166
H 2.00900 -0.90315 -3.33675 0.114 0.028 -0.382
H 2.04385 -1.21985 -1.85675 -0.224 -0.160 -0.107
O 0.83834 0.69974 3.24542 0.291 0.638 -0.200
H 1.34393 0.11627 2.67959 0.605 -0.515 -0.228
H 1.40132 0.84366 4.00606 0.084 0.068 0.503
O -2.92150 -1.12287 0.25391 -0.447 -0.170 -0.667
H -2.56838 -1.92562 -0.12966 -0.045 -0.308 -0.001
H -2.20651 -0.77765 0.78855 0.332 0.363 0.482
```
Forces are in eV/Å.



Record 2
Molecular formula: H23O11
Method: DFT, ωB97M-V/def2-TZVPD

Values from the calculation:
ΔE to the lowest compared entry with this formula, charge and spin ... 464.7 kJ/mol
Orbital gap ... 10.4 eV
Calculated total energy ... -22887.638 eV
Molar mass ... 199.17 g mol⁻¹
2S+1 ... 1
Charge ... +1
HOMO ... -13.588 eV

```
34
Properties=species:S:1:pos:R:3:forces:R:3
O 2.91525 1.60032 -1.84087 -0.495 -0.363 1.317
H 2.42373 2.24773 -1.24699 0.939 -0.365 -1.311
H 2.01603 -0.86367 -0.48827 2.226 1.765 0.904
O 1.48197 -2.37635 1.85545 1.528 1.937 -0.503
H 1.03921 -3.05969 1.38436 -0.353 -1.000 -0.142
H 3.38882 -1.24160 -1.07781 0.970 0.068 -0.240
O -1.53869 1.82078 -3.84791 1.364 0.028 -2.128
H -0.58834 3.38493 -1.55666 1.752 -1.342 1.410
H -1.23263 -1.21897 3.17098 -2.450 -0.055 -0.295
O -1.88779 -1.40947 -2.20863 -1.903 2.667 0.066
H -2.13970 -0.50231 -1.82503 1.108 -1.676 0.098
H -2.27360 0.61680 0.94221 0.456 -0.006 -1.331
O -0.08271 2.14725 1.67198 -0.927 1.023 0.309
H -0.02017 2.72575 0.88340 0.186 -0.039 0.601
H -2.66776 -1.40704 -2.81142 0.952 -0.959 0.046
O 0.23839 -0.66964 -0.42639 -0.015 -3.072 -1.503
H -0.28223 -0.97209 0.36499 0.916 0.266 -0.729
H -2.26206 2.03586 -3.31497 -1.442 0.225 1.564
O 3.12900 -0.51378 -0.49712 -4.220 -0.574 -0.861
H -0.84879 1.35683 -3.38893 0.036 -0.258 0.633
O -1.72375 0.62455 0.10651 -3.663 0.055 0.618
H -0.87709 0.68994 0.47426 1.906 0.453 0.986
H 2.23691 -2.73037 2.31914 0.321 -0.410 -0.099
O -0.43417 -2.97623 3.05308 -1.300 1.867 -0.742
H 3.08603 0.51341 -1.10219 -0.021 -0.834 0.018
H -0.71871 -3.85465 3.05935 -0.328 -2.064 0.868
O 0.11598 2.90444 -0.98581 -1.806 -0.224 -0.898
H 0.22921 -2.71529 3.67068 0.640 -0.714 0.667
H -0.29893 2.03864 -0.69807 0.160 1.369 -0.962
O -2.17836 -0.92131 3.00007 3.101 2.581 -0.656
H -2.78290 -1.58498 3.19965 -1.093 -2.036 0.664
H -0.19731 -1.28462 -1.15274 0.942 1.864 1.594
H -0.84355 2.55931 2.15940 1.075 -0.705 -0.419
H 3.76233 1.89834 -2.22037 -0.561 0.530 0.454
```
Forces are in eV/Å.